ORCA calculation (the ωB97M-V functional and the def2-TZVPD basis) on an isolated ion of composition C4H9NO2S and charge -1.

## Properties
Electronic energy   -761.21123 Ha
Expectation value of S²   0.751
Highest occupied orbital energy (alpha / beta)   0.886 / -5.422 eV
Energy above the lowest of the compared OMol25 structures with the same formula, charge and spin   2.8 kcal/mol

Geometry as ORCA input:
```
! RIJCOSX wB97M-V def2-TZVPD def2/J DEFGRID3
* xyz -1 2
C -0.630 -0.579 -0.471
N 0.779 -0.954 -0.781
C 1.387 -0.430 -1.883
O 0.660 0.576 -2.482
O 2.568 -0.545 -2.176
C -0.772 0.719 0.317
C -0.135 0.449 1.730
S -1.118 -0.823 2.695
H -1.009 -1.493 -0.014
H -1.145 -0.413 -1.423
H 1.103 -1.771 -0.298
H 1.405 1.110 -2.818
H -0.238 1.537 -0.172
H -1.811 1.087 0.346
H 0.892 0.159 1.519
H -0.239 1.343 2.352
H -1.698 0.027 3.559
*
```

=====

ORCA calculation (the ωB97M-V functional and the def2-TZVPD basis) on a 2-piece molecular cluster, C3H4O3S overall.

## Properties
Electronic energy   -740.48993 Ha
SMILES string   C[C@H]1OC1=O.O=S
Highest occupied orbital energy (alpha / beta)   -9.324 / -9.316 eV
Energy above the lowest of the compared OMol25 structures with the same formula, charge and spin   106.5 kcal/mol

Geometry as ORCA input:
```
! RIJCOSX wB97M-V def2-TZVPD def2/J DEFGRID3
* xyz 0 1
C -0.520 -0.805 0.587
C 0.421 0.180 0.039
C 1.762 -0.189 -0.379
O -2.554 1.296 0.231
O -0.878 -1.531 1.445
O -0.773 -0.451 -0.607
S -3.920 1.061 -0.266
H 0.267 1.275 0.058
H 2.101 0.417 -1.233
H 1.767 -1.284 -0.541
H 2.328 0.030 0.666
*
```

=====

ORCA calculation (the ωB97M-V functional and the def2-TZVPD basis) on a 4-piece molecular cluster, C17H48B3N4O11P overall.

## Properties
Electronic energy   -2139.28110 Ha
SMILES string   CCOCCOB1OB(N)OB(CP(=O)(O)O)O1.COC[C@@H](C)N.COC[C@@H](C)N.COC[C@@H](C)N
Highest occupied orbital energy   -8.768 eV
Energy above the lowest of the compared OMol25 structures with the same formula, charge and spin   127.3 kcal/mol

Geometry as ORCA input:
```
! RIJCOSX wB97M-V def2-TZVPD def2/J DEFGRID3
* xyz 0 1
C -4.834 -2.275 -0.863
C -3.378 -3.059 -1.106
O -2.768 -3.192 0.225
C -1.489 -2.476 0.337
C -1.261 -1.818 1.856
O -2.272 -0.809 2.210
B -1.826 0.548 1.838
O -0.593 1.221 2.291
B 0.105 1.681 1.075
N 1.518 2.266 1.287
O -0.393 1.609 -0.312
B -1.834 1.298 -0.380
C -2.492 0.878 -1.833
P -1.021 0.788 -3.085
O 0.054 -0.327 -2.670
O -1.745 0.245 -4.613
O -0.328 2.350 -3.418
O -2.675 1.325 0.868
H -5.288 -2.781 0.111
H -4.577 -1.153 -0.580
H -5.561 -2.372 -1.776
H -2.723 -2.511 -1.905
H -3.612 -4.153 -1.523
H -1.290 -1.675 -0.492
H -0.630 -3.298 0.240
H -1.413 -2.726 2.607
H -0.171 -1.389 1.857
H 1.567 3.176 0.738
H 2.138 1.607 0.732
H -3.263 1.702 -2.146
H -3.003 -0.196 -1.821
H -0.940 0.214 -5.229
H -0.112 2.865 -2.585
C 1.948 3.785 6.289
C 2.376 2.892 5.128
C 3.909 2.818 4.938
O 4.480 3.971 4.312
C 4.730 5.054 5.194
N 1.703 3.348 3.902
H 2.037 4.850 6.059
H 0.898 3.602 6.543
H 2.545 3.577 7.183
H 2.025 1.878 5.355
H 4.124 1.982 4.263
H 4.422 2.594 5.881
H 5.031 4.716 6.190
H 3.849 5.695 5.258
H 5.542 5.654 4.773
H 1.919 2.694 3.148
H 2.161 4.215 3.609
C 1.224 -6.843 5.375
C 0.315 -5.620 5.455
C -0.701 -5.529 4.293
O -0.140 -5.077 3.056
C 0.502 -6.092 2.298
N 1.148 -4.410 5.539
H 2.003 -6.741 4.615
H 1.734 -7.001 6.332
H 0.647 -7.747 5.154
H -0.259 -5.706 6.386
H -1.454 -4.779 4.563
H -1.240 -6.473 4.153
H 0.005 -7.061 2.400
H 1.551 -6.167 2.588
H 0.472 -5.798 1.245
H 0.538 -3.604 5.685
H 1.543 -4.249 4.609
C -0.841 3.940 -9.544
C -1.454 2.921 -8.586
C -0.627 2.712 -7.297
O 0.539 1.901 -7.472
C 1.668 2.599 -7.977
N -1.663 1.655 -9.305
H 0.023 3.544 -10.084
H -1.576 4.241 -10.299
H -0.527 4.841 -9.009
H -2.435 3.311 -8.287
H -1.254 2.170 -6.580
H -0.369 3.666 -6.823
H 1.716 3.628 -7.610
H 1.660 2.581 -9.068
H 2.567 2.072 -7.647
H -2.156 1.008 -8.688
H -0.744 1.221 -9.427
*
```

=====

ORCA calculation (the ωB97M-V functional and the def2-TZVPD basis) on a 3-piece molecular cluster, C32H50BrN5O3S overall.

## Properties
Electronic energy   -4720.67892 Ha
SMILES string   CCCNc1cc2c(c(C)c1[C@H](Br)CC)Sc1ccccc1N2CCCCN(C)C(C)=O.CNC(C)=O.CNC(C)=O
Highest occupied orbital energy   -7.232 eV
Energy above the lowest of the compared OMol25 structures with the same formula, charge and spin   248.2 kcal/mol

Geometry as ORCA input:
```
! RIJCOSX wB97M-V def2-TZVPD def2/J DEFGRID3
* xyz 0 1
C 2.687 -1.097 -1.910
C 3.250 -1.280 -0.409
C 4.392 -0.239 0.017
N 4.028 1.200 -0.152
C 2.868 1.585 0.674
C 2.405 0.847 1.948
C 1.136 1.246 2.791
C 0.334 2.462 2.279
C 0.815 3.251 1.015
C -0.096 4.535 0.624
C 2.071 2.855 0.177
C 2.532 3.698 -1.121
Br 2.865 5.641 -0.670
C 1.523 3.550 -2.362
C 1.826 4.628 -3.551
S -1.214 2.971 3.199
C -0.949 2.205 4.854
C -1.754 2.782 6.047
C -1.584 2.160 7.449
C -0.578 0.984 7.670
C 0.213 0.445 6.448
C 0.050 1.039 4.998
N 0.837 0.388 3.944
C 0.321 -0.962 3.558
C -1.089 -0.959 2.791
C -0.743 -1.041 1.194
C -1.406 0.222 0.416
N -2.440 -0.376 -0.536
C -2.050 0.036 -1.922
C -3.715 0.230 -0.099
C -4.166 1.674 -0.621
O -4.425 -0.405 0.737
H 1.852 -1.907 -2.052
H 3.497 -1.269 -2.695
H 2.131 -0.090 -2.033
H 3.712 -2.339 -0.309
H 2.335 -1.291 0.288
H 4.727 -0.437 1.098
H 5.302 -0.439 -0.667
H 3.788 1.289 -1.161
H 3.018 -0.047 2.293
H -1.206 4.363 0.817
H 0.046 4.811 -0.477
H 0.346 5.409 1.236
H 3.557 3.320 -1.495
H 0.419 3.523 -2.072
H 1.750 2.521 -2.843
H 1.687 4.057 -4.547
H 1.107 5.510 -3.529
H 2.930 4.932 -3.504
H -2.504 3.634 5.892
H -2.174 2.518 8.365
H -0.414 0.467 8.668
H 0.927 -0.444 6.606
H 1.172 -1.474 2.964
H 0.245 -1.572 4.540
H -1.613 -1.954 3.056
H -1.750 -0.072 3.061
H -1.074 -2.031 0.737
H 0.389 -0.940 1.042
H -1.889 0.962 1.142
H -0.567 0.769 -0.131
H -2.971 -0.103 -2.591
H -1.636 1.109 -1.984
H -1.196 -0.674 -2.247
H -4.694 2.193 0.256
H -3.215 2.263 -0.855
H -4.826 1.544 -1.541
C -2.616 -2.704 -4.823
C -1.879 -1.560 -5.467
O -0.902 -1.040 -4.946
N -2.331 -1.106 -6.669
C -3.458 -1.582 -7.442
H -2.139 -2.953 -3.874
H -3.652 -2.420 -4.625
H -2.581 -3.585 -5.469
H -1.786 -0.339 -7.038
H -3.091 -1.907 -8.418
H -4.153 -0.752 -7.582
H -3.973 -2.408 -6.956
C -0.312 -5.129 -0.163
C 0.838 -4.173 0.003
O 0.944 -3.158 -0.673
N 1.780 -4.464 0.942
C 1.835 -5.603 1.834
H -0.977 -4.763 -0.946
H 0.058 -6.114 -0.457
H -0.879 -5.201 0.767
H 2.519 -3.777 0.995
H 1.837 -5.233 2.862
H 2.768 -6.140 1.647
H 0.994 -6.278 1.694
*
```

=====

Taking the records one at a time from the top gives largest force on an atom values of 2.295 3.011 5.965 4.699 eV/Å.